Entry 1:
C10H14MnN2O5 as an isolated structure, computed with the ωB97M-V functional and the def2-TZVPD basis.

Atoms and positions in Å:
Mn -0.10326 -3.09638 -0.79949
O 2.03131 -2.27441 -2.71785
O -0.35297 -0.55204 0.23733
O -1.99055 -1.94051 -2.80456
O 1.73318 -3.54700 1.51315
O -2.36770 -3.19059 1.15301
N -1.12270 1.59001 0.41723
N 1.16756 1.14450 0.39427
C 1.04653 -3.46304 0.57963
C 1.45072 2.55427 0.26953
C 0.46516 3.31125 1.12490
C -1.51339 -3.28488 0.37421
C -0.11255 0.67686 0.34585
C -0.95960 2.98714 0.73915
C 2.22078 0.18503 0.18187
C 1.23565 -2.68061 -1.97285
C -1.28246 -2.48183 -2.06049
C -2.47826 1.12410 0.25154
H -0.40937 -4.77296 -1.63877
H 1.36753 2.88830 -0.77898
H 2.21740 -0.56220 0.98291
H 3.17732 0.71052 0.18305
H -3.05245 1.26922 1.17335
H 2.10471 -0.35285 -0.76555
H 0.61786 3.04706 2.17669
H -1.26949 3.59509 -0.12784
H -2.97947 1.67943 -0.54865
H -2.44825 0.06416 0.00574
H 0.14290 -4.96372 -1.07818
H -1.64478 3.23726 1.56346
H 2.47768 2.71304 0.60334
H 0.63096 4.38576 1.02300

The spin multiplicity is 6. As for the LUMO energy (alpha / beta): -6.719 / -11.020 eV. The calculation puts the HOMO energy (alpha / beta) at -12.946 / -17.146 eV. The orbital gap (alpha / beta) comes out at 6.23 / 6.13 eV. As for the net charge: +2.


Entry 2:
A 2-piece molecular cluster, C10H14N2O overall, computed with the ωB97M-V functional and the def2-TZVPD basis.

Atoms and positions in Å:
O 2.75193 -0.47929 -0.91124
N 2.77267 0.59657 -0.51355
N 0.24183 0.70610 -0.42416
C 0.75049 -1.06647 -1.80450
C -0.29642 -2.92299 0.08069
C -0.24474 -1.56193 0.39425
C -0.22762 2.88202 0.14829
C 0.41550 1.24284 1.92506
C -1.85537 1.24304 0.65358
C 0.68128 -2.40484 -2.11526
C 0.16304 -3.33604 -1.20856
C 0.20707 -0.54451 -0.59780
C -0.36943 1.46873 0.60359
H 0.32419 0.16495 2.24405
H -0.54807 3.63080 0.92791
H 1.51245 1.55668 1.85009
H -2.38461 2.15140 1.04623
H 0.80571 2.96308 -0.05680
H 0.12427 -4.35554 -1.66795
H -0.03307 1.87974 2.79039
H -0.50595 -1.25961 1.41270
H 0.91681 -2.57953 -3.12243
H -2.11277 0.18046 1.25723
H -2.22355 0.93987 -0.30876
H -0.73606 -3.70655 0.80710
H -0.95566 2.94265 -0.78844
H 0.82608 -0.33163 -2.62173

The energy above the lowest of the compared OMol25 structures with the same formula, charge and spin is 625.7 kJ/mol. The spin multiplicity is 1. As for the LUMO energy (alpha / beta): -1.014 / -1.031 eV. The calculation puts the HOMO energy (alpha / beta) at -7.177 / -7.177 eV. The orbital gap (alpha / beta) comes out at 6.16 / 6.15 eV.


Entry 3:
C10H14N2O3PdS5 as an isolated structure, computed with the ωB97M-V functional and the def2-TZVPD basis.

Atoms and positions in Å:
Pd -0.64345 -0.14588 0.87282
S -0.01302 -0.75344 -1.18359
S 0.36670 -3.46052 -2.48813
S 0.25218 0.37344 3.65580
S -0.53702 -4.88861 -0.06653
S -1.00125 -2.29650 1.43100
O -0.16740 6.87507 -1.19493
O -1.08156 0.46531 2.92776
O 0.26206 -6.08951 -2.27778
N -0.43323 1.86949 0.35322
N -0.19990 4.25768 -0.23023
C 0.06269 -5.04121 -1.73246
C 0.57677 4.58845 -1.43758
C 0.05542 1.50550 5.02836
C 0.19601 -1.15451 4.58261
C -0.84684 6.57577 0.00848
C -0.34097 2.97977 0.07111
C -1.35086 5.14430 0.00625
C -0.09042 -2.49619 -1.10240
C -0.49792 -3.14100 -0.00963
C 0.97206 6.05072 -1.35448
H -1.80056 4.88893 0.96465
H 1.45683 3.94836 -1.47406
H -0.01655 2.50624 4.60788
H -0.85205 1.25924 5.57736
H 1.06872 -1.19935 5.23431
H 0.23299 -1.95959 3.85115
H -0.03064 4.41205 -2.33089
H 1.46105 6.35926 -2.27646
H 1.66360 6.20151 -0.51610
H -1.68403 7.26743 0.08230
H -0.73130 -1.19498 5.15258
H -0.17844 6.73187 0.86487
H 0.93332 1.43844 5.67001
H -2.09593 5.00937 -0.78441

The spin multiplicity is 1. As for the LUMO energy: -0.018 eV. The calculation puts the HOMO energy at -6.615 eV. The orbital gap comes out at 6.60 eV.


Entry 4:
C10H14N2OS in the gas phase, computed with the ωB97M-V functional and the def2-TZVPD basis.

Atoms and positions in Å:
S 3.81316 -0.08993 -1.01776
O -1.40457 2.78497 -0.86759
N 0.39943 1.16593 1.76247
N -1.13506 -0.53335 -0.04012
C 2.63476 0.90754 -0.05305
C -1.90035 -1.70643 0.07182
C 1.14649 0.59438 -0.38460
C -1.83575 0.47684 -0.37562
C -3.22914 0.46897 -0.78611
C 3.79405 -1.59114 -0.05794
C -1.04586 1.76408 -0.35788
C -3.41855 -1.81482 -0.00699
C 0.25689 1.57006 0.46063
C -3.99616 -0.66873 -0.72845
H -0.39588 1.61492 2.33292
H 0.43332 0.11604 1.79637
H 0.95506 -0.41386 -0.11766
H -3.97612 1.36334 -0.99467
H 2.69465 -1.80481 0.27485
H -1.19552 -2.41545 0.56445
H 4.37893 -1.71463 1.01607
H -3.91469 -2.76784 0.22171
H 0.88302 0.69471 -1.33366
H 4.30415 -2.48091 -0.70144
H 3.03151 2.00033 -0.33347
H 2.76644 0.63485 1.01731
H -4.74161 -0.79598 -1.43463
H 0.69741 2.64093 0.07304

The energy above the lowest of the compared OMol25 structures with the same formula, charge and spin is 502.8 kJ/mol. The spin multiplicity is 1. As for the LUMO energy: -0.301 eV. The calculation puts the HOMO energy at -8.187 eV. The orbital gap comes out at 7.89 eV. Its SMILES is CSCC[C@H](N)C(=O)c1ccccn1.


Entry 5:
C10H14N2PZr as an isolated structure, computed with the ωB97M-V functional and the def2-TZVPD basis.

Atoms and positions in Å:
Zr -0.88503 -0.24324 -0.28890
P -0.22378 2.10834 0.30235
N -0.61601 -0.59704 1.81715
N -0.51295 -1.34584 5.81677
C -0.69814 -0.94904 -2.53423
C 0.42376 -0.08530 -2.25440
C 0.57442 -1.40664 3.68213
C -0.58168 -2.05624 -1.68358
C 0.53853 -1.15287 2.31074
C 0.57321 -1.91615 -0.80388
C -1.72198 -0.23736 2.54122
C -1.65307 -0.43018 3.91476
C 1.19808 -0.57115 -1.13038
C -0.53086 -1.08029 4.49959
H -1.16002 2.76291 1.10150
H 1.41290 -1.87649 4.20770
H -2.60758 0.12569 2.01027
H -1.55917 -0.77399 -3.15379
H 0.92414 -2.75960 -0.17976
H -0.05279 3.16463 -0.60504
H 0.90231 2.38817 1.06573
H -1.29462 -1.13327 6.45693
H -1.20932 -2.91468 -1.77850
H -2.47032 -0.11096 4.54772
H 1.36803 -1.40981 1.61430
H 0.70250 0.79132 -2.78744
H 0.28926 -1.86440 6.22034
H 2.13926 -0.04512 -0.76949

The spin multiplicity is 1. As for the LUMO energy (alpha / beta): -3.398 / -3.399 eV. The calculation puts the HOMO energy (alpha / beta) at -9.164 / -9.151 eV. The orbital gap (alpha / beta) comes out at 5.77 / 5.75 eV. As for the net charge: +1.


Entry 6:
C10H14N2S in the gas phase, computed with the ωB97M-V functional and the def2-TZVPD basis.

Atoms and positions in Å:
S 1.74727 0.01600 3.33025
N 0.45842 0.58832 1.01567
N 2.20759 -0.87741 0.94786
C -0.78370 1.53257 -0.81876
C 0.05223 -2.15466 3.53920
C 1.46904 -0.14137 1.58005
C 0.03703 -0.73027 3.91286
C 0.70859 -0.22787 -1.35029
C -1.21217 1.81548 -2.16481
C 0.10212 0.55606 -0.42163
C 0.21197 -0.10995 -2.69054
C -1.20122 1.00993 -4.51590
C -0.59403 0.95099 -3.03734
H 0.99801 -2.54255 3.82738
H -0.27655 -2.13656 2.46579
H -0.02673 -0.59102 4.91865
H -2.24857 0.94069 -4.39780
H -0.60197 0.20849 -5.08847
H -1.36245 2.07093 0.04281
H -0.88604 2.13586 -4.80878
H 1.42161 -1.03087 -1.07902
H -0.05428 1.20845 1.57049
H -1.90001 2.69207 -2.30357
H 0.23513 -0.95147 -3.41178
H -0.64398 -0.07768 3.35823
H -0.79624 -2.77218 4.16875
H 2.93896 -1.38201 1.41069

The energy above the lowest of the compared OMol25 structures with the same formula, charge and spin is 307.8 kJ/mol. The spin multiplicity is 1. As for the LUMO energy: 0.757 eV. The calculation puts the HOMO energy at -8.354 eV. The orbital gap comes out at 9.11 eV. Its SMILES is [H]/N=C(/Nc1ccc(C)cc1)SCC.


Entry 7:
A 2-piece molecular cluster, C10H14N3 overall, computed with the ωB97M-V functional and the def2-TZVPD basis.

Atoms and positions in Å:
N -1.92906 0.68889 -1.41293
N -2.57861 1.36134 0.57452
N -1.44872 -0.24866 -0.62797
C 1.42856 1.33446 0.37995
C 1.23810 0.22115 -0.29953
C -3.08875 -0.99066 1.20626
C 3.68653 0.43424 0.69100
C 1.54167 -1.92431 -1.50712
C -2.69197 1.58862 -0.75116
C 2.81066 1.46359 0.78500
C -1.97997 -0.01817 0.71204
C 3.27463 -0.68734 -0.02616
C 2.03109 -0.81734 -0.63189
H 3.98213 -1.43624 -0.17328
H -3.94426 -0.81518 0.63934
H 0.76295 2.07518 0.56582
H -3.13554 2.47077 -1.15682
H -2.64818 -2.03653 1.19471
H 2.20617 -2.83491 -1.51792
H 0.59137 -2.27475 -1.03501
H -3.19377 -1.02985 2.27117
H -1.45133 0.61253 -2.33230
H 3.11017 2.38513 1.30533
H -1.14767 -0.04942 1.34617
H 4.73501 0.55840 0.90014
H 1.05533 -1.62336 -2.41794
H -3.21656 1.59245 1.31857

The energy above the lowest of the compared OMol25 structures with the same formula, charge and spin is 575.9 kJ/mol. The spin multiplicity is 1. As for the LUMO energy (alpha / beta): -5.248 / -3.838 eV. The calculation puts the HOMO energy (alpha / beta) at -11.282 / -12.012 eV. The orbital gap (alpha / beta) comes out at 6.03 / 8.17 eV. As for the net charge: +1.


Entry 8:
C10H14NO10W as an isolated structure, computed with the ωB97M-V functional and the def2-TZVPD basis.

Atoms and positions in Å:
W -0.10271 0.28120 -0.29507
O 1.08120 1.96482 -0.75618
O 0.45411 -1.37047 0.10941
O -2.26168 3.27698 1.78501
O -1.20497 2.03026 0.25959
O -3.87775 -1.10704 -0.40292
O -1.19028 -0.08023 1.63737
O 1.18057 0.98462 1.15330
O -1.77062 -0.25771 -0.79483
O 1.81703 -2.58322 1.54418
O 0.17531 0.07748 -2.34001
N 2.57315 -0.15897 -0.92740
C 2.86324 -1.48551 -0.40263
C 1.81826 -1.93675 0.59495
C 1.82914 1.51695 0.17089
C -2.84821 -0.85244 0.05070
C 2.58825 0.00149 -2.40160
C -1.68360 2.21427 1.39712
C -1.54766 1.10234 2.39756
C -2.25740 -1.04961 1.43149
C 3.18672 0.98443 -0.18394
C 1.34865 -0.58160 -3.01372
H 1.21561 -1.65254 -2.86082
H 1.26924 -0.34137 -4.07242
H 3.76537 1.64655 -0.82251
H -0.73048 1.32729 3.08698
H 3.75117 0.66203 0.68654
H -0.64335 -0.06644 -2.85246
H 3.46946 -0.47559 -2.84139
H -3.02408 -0.95551 2.19795
H -2.46151 0.94517 2.96898
H 2.86013 -2.22953 -1.20438
H 3.83282 -1.55014 0.09484
H -1.81125 -2.04395 1.48643
H 2.63658 1.06494 -2.62844
H -2.30645 4.00133 1.12557

The energy above the lowest of the compared OMol25 structures with the same formula, charge and spin is 89.6 kJ/mol. The spin multiplicity is 1. As for the LUMO energy: -13.022 eV. The calculation puts the HOMO energy at -21.685 eV. The orbital gap comes out at 8.66 eV. As for the net charge: +3.


One value per record, in order, for calculated total energy: -55112.9883, -15618.8149, -77375.3724, -26455.2830, -24137.7729, -24410.1938, -15055.4455, -34357.9197 eV.